Arrangement one

# C2H3N2OS

The ion C2H3N2OS with charge -1 (ωB97M-V/def2-TZVPD, OMol25).

Geometry as XYZ:
```
9
C2H3N2OS ωB97M-V/def2-TZVPD
S 3.11674 0.23306 -0.00168
O -2.42329 -0.17423 -0.22691
N 1.99450 -0.93650 0.19208
N -1.55138 -0.16326 0.73884
C 0.73070 -0.85221 0.22252
C -0.26249 0.26774 0.27409
H 0.32334 -1.91580 0.31036
H -0.50199 0.52184 -0.77124
H 0.33066 0.95182 0.82860
```

The SMILES is O=NC/C=N\[S-]. As for the LUMO energy (alpha / beta): 0.10119 / 0.10118 Eh. As for the HOMO energy (alpha / beta): -2.46 / -2.46 eV. Its net charge is -1.


Arrangement two

# C2H3N2OS

A structure of composition C2H3N2OS (ωB97M-V/def2-TZVPD, OMol25).

Geometry as XYZ:
```
9
C2H3N2OS ωB97M-V/def2-TZVPD
S 1.94728 -0.61501 -0.14611
O 0.56047 1.81584 0.82828
N 0.76840 -1.40435 0.68334
N 0.62116 1.30879 -0.30423
C -0.42993 0.33763 -0.48826
C -0.38405 -0.84780 0.50917
H -0.36476 -0.11570 -1.49808
H -1.29873 -1.45976 0.80126
H -1.41984 0.98036 -0.38535
```

As for the LUMO energy: 0.15224 Eh. As for the HOMO energy: -2.84 eV. Its net charge is -1.


In order of decreasing stability: arrangement two, arrangement one.